{"formula": "C10H14ClN4O8SSeSr", "method": "wB97M-V/def2-TZVPD", "lumo_ev": 2.6, "e_homo_ev": -5.25, "e_above_lowest_kj_mol": 144.1, "e_tot_ha": -4501.10760, "charge": -1, "max_force_ev_per_a": 2.8, "elements": ["H", "C", "C", "Sr", "H", "N", "O", "H", "S", "C", "C", "H", "C", "C", "H", "Se", "N", "H", "C", "H", "N", "H", "H", "Cl", "O", "H", "O", "H", "N", "O", "H", "O", "C", "O", "C", "H", "O", "C", "O", "H"], "coordinates": [[-0.27, -2.25, -4.19], [-0.55, 4.28, 3.04], [-0.64, 3.33, 2.02], [-0.12, -0.36, -0.18], [-1.83, -2.63, -4.98], [0.22, 1.14, -2.12], [2.03, -1.06, -0.53], [0.46, 0.63, 3.76], [-0.33, -2.18, 2.29], [-1.22, -1.84, -4.54], [-0.09, 3.94, 4.28], [0.44, -0.40, -3.43], [0.29, 2.61, 4.54], [-0.30, 1.96, 2.26], [-1.00, -4.03, 0.39], [1.56, -2.16, -1.67], [1.89, -3.36, 1.43], [1.00, 1.61, -2.56], [0.18, 1.66, 3.57], [0.50, -4.58, -0.15], [-0.32, 0.22, -3.10], [-1.37, 4.89, 0.74], [2.30, -2.54, 1.85], [0.04, 5.14, 5.55], [-1.07, 3.24, -0.36], [-0.83, 5.31, 2.83], [-0.09, -2.25, -1.49], [2.33, -3.65, 0.56], [-0.05, -4.26, 0.63], [2.22, -3.63, -1.40], [-1.05, -1.05, -5.27], [-2.02, -0.10, -1.61], [0.55, -3.33, 1.41], [-1.99, -1.34, -3.44], [-1.44, -0.44, -2.64], [-0.50, 1.84, -1.91], [-0.40, 1.06, 1.37], [-1.05, 3.83, 0.71], [1.88, -1.59, -3.18], [0.66, 2.36, 5.53]]}